Computed, not measured: a cluster of 10 separate species, C34H94O32P6 in total, with ωB97M-V with the def2-TZVPD basis set.

ORCA input file:
```
! wB97M-V def2-TZVPD RIJCOSX def2/J DEFGRID3
* xyz 0 1
C -15.583 -12.020 12.059
H -12.033 -12.349 16.803
H -10.656 -20.968 14.629
H -19.738 -13.877 18.788
O -14.529 -19.140 20.503
P -14.506 -19.211 19.023
H -10.192 -18.608 15.975
H -20.604 -15.933 19.926
C -18.828 -15.583 23.852
H -19.418 -16.465 24.120
O -13.847 -14.481 14.239
O -20.444 -16.334 10.217
C -19.885 -15.472 21.872
H -12.514 -17.286 20.979
H -18.163 -18.073 14.579
H -19.308 -17.011 20.607
H -11.860 -19.086 19.658
C -17.560 -20.725 12.550
H -12.875 -20.319 10.225
H -12.764 -17.558 22.658
O -13.966 -21.639 14.247
H -18.243 -20.083 12.068
C -18.899 -13.978 19.496
H -14.092 -23.362 13.217
C -15.582 -13.172 11.008
H -18.018 -20.832 13.533
H -15.159 -21.985 16.886
H -18.904 -16.442 14.946
H -18.583 -15.849 10.590
H -9.267 -13.359 13.060
C -8.765 -14.191 13.499
C -15.287 -12.169 16.269
C -12.657 -21.888 14.718
H -11.480 -19.613 17.914
O -16.667 -13.015 10.095
H -17.392 -21.707 12.087
O -13.271 -18.652 18.302
O -14.095 -16.073 24.345
O -16.103 -11.623 19.163
H -15.862 -18.293 21.925
O -14.336 -16.874 14.253
C -19.901 -17.312 9.364
H -17.323 -18.179 19.337
C -17.848 -11.210 12.222
H -16.588 -13.809 14.087
H -16.831 -16.636 18.537
H -16.416 -9.275 19.188
H -17.295 -18.217 22.899
C -14.876 -20.940 17.156
H -12.028 -16.097 22.288
H -16.253 -16.896 10.605
O -10.105 -12.405 15.938
C -14.832 -18.127 14.816
O -16.121 -16.524 22.790
H -19.802 -14.559 10.789
C -16.497 -13.772 8.939
H -20.352 -14.460 21.776
H -16.081 -12.836 21.595
H -15.754 -20.387 16.783
C -13.795 -20.863 10.026
O -13.771 -15.940 16.413
H -13.824 -11.154 21.336
H -15.441 -11.442 15.486
H -17.829 -10.990 11.117
H -13.662 -15.981 18.419
H -14.791 -14.699 17.632
O -14.351 -9.761 18.913
C -11.100 -18.508 15.357
P -14.792 -15.811 23.085
H -19.102 -13.454 20.476
O -14.695 -20.675 18.518
O -18.648 -15.362 19.762
H -14.794 -12.320 12.740
O -14.952 -18.212 11.438
C -16.193 -17.936 22.928
H -13.379 -12.956 21.184
H -15.311 -7.893 19.335
H -13.052 -14.452 17.719
O -13.532 -12.041 19.389
H -14.091 -20.540 16.554
H -11.733 -20.389 13.469
C -19.546 -15.606 11.012
H -15.131 -14.232 20.699
O -12.052 -19.577 15.360
H -12.223 -22.757 14.205
H -7.885 -14.100 18.400
O -14.715 -20.614 11.129
H -19.860 -17.815 14.479
H -11.729 -13.493 15.438
O -15.527 -18.241 18.224
H -17.990 -13.531 19.170
H -15.414 -9.169 20.650
O -16.761 -11.903 12.782
O -16.778 -19.347 10.080
H -19.593 -15.083 13.200
C -19.642 -15.948 12.476
H -11.433 -17.941 18.352
H -8.825 -15.041 12.800
H -15.634 -22.722 13.699
P -14.398 -15.512 15.044
O -7.715 -13.013 15.963
C -16.848 -14.766 14.557
H -14.691 -23.512 14.897
H -16.770 -14.793 9.035
C -15.438 -8.982 19.540
H -14.550 -18.214 15.840
C -11.905 -18.904 18.562
P -14.705 -11.295 18.745
H -11.869 -11.719 15.157
H -7.668 -13.895 13.704
H -19.874 -16.867 8.380
O -9.472 -14.486 17.145
H -15.714 -18.351 23.816
C -14.606 -22.874 14.010
O -15.075 -14.241 22.795
H -18.770 -11.804 12.405
C -8.764 -14.730 18.406
O -15.907 -15.295 15.483
H -17.031 -15.458 13.725
H -19.061 -17.900 9.743
O -16.343 -19.915 12.676
H -17.860 -15.865 24.219
H -17.860 -10.298 12.859
H -14.699 -17.001 9.788
C -15.786 -13.932 21.570
C -19.687 -16.026 20.468
H -15.425 -13.659 8.559
H -16.280 -12.448 16.687
H -17.810 -14.571 15.029
C -13.845 -15.224 17.635
H -9.445 -14.454 19.222
O -9.345 -14.607 14.767
H -14.424 -18.971 14.293
H -20.689 -16.374 12.639
C -15.204 -16.964 10.767
H -20.702 -15.966 22.435
H -14.657 -13.184 10.471
H -11.610 -17.623 15.766
H -12.693 -22.106 15.788
H -14.829 -12.990 15.740
O -18.763 -16.975 12.918
O -18.659 -15.491 22.511
P -9.038 -13.574 15.961
H -16.651 -14.640 21.472
H -12.222 -11.627 20.816
C -13.259 -11.924 20.827
H -8.440 -15.738 18.412
O -14.401 -11.691 17.241
C -18.919 -17.320 14.282
P -15.834 -19.467 11.193
C -11.696 -20.657 14.514
C -11.527 -12.501 15.828
H -10.886 -18.151 14.359
H -14.241 -20.522 9.077
H -13.628 -21.938 9.999
H -14.792 -16.128 11.308
C -16.480 -17.522 19.073
H -20.688 -18.115 9.223
O -13.977 -16.143 21.789
H -19.261 -14.692 24.356
H -15.651 -14.122 11.565
C -12.723 -16.789 21.893
H -15.398 -11.033 11.528
H -17.105 -13.371 8.117
H -16.003 -17.194 20.041
H -15.903 -18.057 14.777
*
```

Computed properties:
Energy above the lowest of the compared OMol25 structures with the same formula, charge and spin, kcal/mol: 74.8
SMILES: COP(=O)(OC)OC.COP(=O)(OC)OC.COP(=O)(OC)OC.COP(=O)(OC)OC.COP(=O)(OC)OC.COP(=O)(OC)OC.COCCOC.COCCOC.COCCOC.COCCOC
Largest force on an atom, eV/A: 4.0
Lowest unoccupied orbital energy, eV: 0.46
HOMO-LUMO gap, eV: 9.997
HOMO energy, eV: -9.541

***

Computed, not measured: a structure of composition C29H36CoN8, with ωB97M-V with the def2-TZVPD basis set.

ORCA input file:
```
! wB97M-V def2-TZVPD RIJCOSX def2/J DEFGRID3
* xyz -2 4
C -3.710 0.234 0.245
N -2.486 0.577 -0.360
C -2.823 2.371 -4.151
C 3.780 -1.547 0.556
C -0.794 -2.751 -1.420
H -0.507 -3.542 -2.134
C 0.682 -0.227 5.133
H 3.659 0.248 -2.413
C -1.953 2.945 -3.227
H -2.083 3.435 -5.851
C -1.754 2.365 -1.957
C 2.476 -1.375 -0.142
H 3.686 -1.584 1.655
C -3.554 1.233 -3.818
H -0.182 -2.236 1.702
H 2.096 -0.717 6.743
H -1.287 3.009 0.062
H 1.565 -3.388 1.842
C 2.100 -0.348 -1.081
C -2.423 1.131 -1.662
H 2.515 1.548 -1.999
C 0.328 -0.548 3.824
H -4.940 -0.461 -1.482
N 2.507 0.303 2.419
Co 0.613 -0.559 0.392
H -3.962 -0.744 2.217
H 0.742 -0.637 -3.778
N 2.493 2.555 2.424
H 0.571 -4.218 0.566
N 3.761 1.418 4.099
C -3.371 0.608 -2.573
H 0.124 2.514 -0.898
H -3.765 3.801 -5.449
H 2.405 -4.269 0.421
C 2.175 -2.115 5.122
H -1.257 -3.247 -0.555
C -4.168 -0.621 -2.247
H 4.505 -0.753 0.323
C 1.677 2.090 1.499
C -0.857 3.022 -0.949
H -0.797 -0.252 -2.978
H 1.116 2.749 0.825
H -4.689 0.443 -0.182
H 0.214 0.604 5.672
C -1.544 0.447 0.712
H -0.555 -0.092 3.326
H 2.988 -2.724 5.493
N -2.370 0.880 1.828
H 3.580 2.305 4.583
C 0.969 -2.305 2.003
H -1.571 -2.142 -1.898
C -3.432 0.016 1.584
C 0.290 -0.134 -2.904
H 3.580 0.610 4.658
H -0.661 4.068 -1.217
C -3.018 2.999 -5.490
C 0.382 -1.923 -1.004
H -3.368 2.257 -6.211
H 4.222 -2.503 0.229
C 1.514 -3.671 0.619
C 1.456 -2.373 -0.163
H -3.539 -1.459 -1.915
C 3.045 0.674 -1.601
C 0.819 -0.685 -1.625
C 1.044 -1.652 3.249
H 3.737 1.026 -0.821
H -1.420 3.860 -3.476
H -4.275 0.800 -4.513
H -4.722 -0.937 -3.131
N 1.578 0.753 1.511
N 2.968 1.421 2.950
C 1.692 -0.965 5.771
N 1.680 -2.558 4.008
H 0.508 0.938 -2.986
*
```

Computed properties:
Energy above the lowest of the compared OMol25 structures with the same formula, charge and spin, kcal/mol: 22.3
Largest force on an atom, eV/A: 8.5
Lowest unoccupied orbital energy (alpha / beta), eV: 4.42 / 4.42
HOMO-LUMO gap (alpha / beta), eV: 2.738 / 3.467
HOMO energy (alpha / beta), eV: 1.681 / 0.950

***

Computed, not measured: a cluster of 18 separate species, C39H121N7O18 in total, with ωB97M-V with the def2-TZVPD basis set.

ORCA input file:
```
! wB97M-V def2-TZVPD RIJCOSX def2/J DEFGRID3
* xyz 0 1
H 14.883 17.066 16.808
O 15.336 9.960 14.249
H 11.452 21.249 8.346
H 18.230 22.925 14.971
H 13.263 13.924 14.126
H 16.158 13.445 13.191
H 12.437 16.342 12.103
O 19.127 9.976 13.474
H 19.004 18.337 14.365
H 13.586 10.332 18.157
H 17.784 14.340 11.961
C 15.184 16.524 10.335
H 10.370 16.999 11.037
H 13.731 19.168 13.894
C 11.604 12.043 12.561
H 20.513 17.982 9.756
H 19.107 13.445 9.898
H 17.092 17.444 16.027
H 14.222 14.511 12.745
H 13.265 19.917 18.241
H 12.342 15.774 15.429
H 10.772 19.730 15.555
H 12.533 12.109 11.994
H 20.085 16.910 10.803
N 15.809 23.050 15.978
C 14.755 18.853 14.097
H 11.656 17.126 13.365
C 15.268 14.701 14.567
H 19.144 15.679 15.404
O 14.777 18.575 18.170
H 15.646 12.582 14.521
H 13.298 19.599 8.071
H 15.709 10.144 17.034
O 21.278 12.378 17.826
H 17.120 13.652 14.637
H 14.367 16.959 10.911
H 14.404 20.908 15.390
C 12.396 19.327 8.620
C 14.198 11.229 18.059
H 18.043 15.421 17.849
C 13.921 14.718 13.772
C 13.376 18.875 17.942
H 11.069 20.236 7.059
C 20.729 18.472 12.404
C 13.922 12.081 19.292
H 15.841 14.726 16.549
C 12.157 16.184 13.144
H 16.710 10.970 9.828
H 16.069 17.048 10.694
O 13.283 15.969 13.991
O 19.838 17.464 12.697
H 18.528 10.091 12.733
O 18.293 13.929 10.055
C 15.606 10.740 17.941
N 13.773 11.911 16.850
H 15.056 18.055 13.419
C 19.931 14.928 15.335
N 12.215 17.947 8.349
H 11.131 11.065 12.468
H 9.911 12.913 12.888
H 17.979 21.388 15.923
C 19.051 11.174 14.205
H 11.648 19.432 10.556
C 20.125 14.221 16.648
H 10.468 17.532 8.910
H 15.636 16.032 8.514
C 18.442 14.792 11.218
H 12.583 14.243 17.127
H 8.462 15.736 16.047
C 16.241 22.061 14.959
H 12.691 18.207 18.465
H 17.997 11.297 14.456
O 9.404 19.883 13.950
H 19.680 10.957 15.068
N 20.207 15.245 17.664
C 15.112 17.237 17.860
H 22.195 10.689 17.198
H 13.017 18.805 16.915
H 23.031 19.631 11.377
H 16.639 9.460 11.462
H 15.790 20.093 16.045
O 15.620 19.944 14.100
H 15.122 11.131 10.661
H 17.476 18.795 17.091
H 21.977 19.647 10.089
H 16.460 8.710 15.420
H 19.246 13.616 16.872
H 14.676 20.946 9.059
C 14.176 14.266 20.178
H 15.967 22.474 13.988
H 17.992 15.767 11.031
H 19.585 14.236 14.566
H 21.280 18.823 13.277
C 9.426 17.192 10.527
H 17.008 17.247 19.013
H 10.962 21.042 14.379
O 10.590 12.966 12.211
H 14.449 16.546 18.381
H 11.413 15.388 13.173
C 9.094 16.603 15.856
H 11.685 15.301 9.809
H 21.115 15.685 17.607
C 14.511 20.985 10.136
H 16.479 12.214 11.009
C 16.205 11.186 10.769
H 9.118 19.042 14.314
H 11.100 14.174 16.004
H 7.767 17.997 16.315
H 23.302 18.428 10.110
H 12.657 14.553 8.502
H 15.134 20.217 10.594
H 8.721 16.478 10.952
H 11.478 19.504 13.931
H 18.076 16.986 13.596
O 12.036 15.927 16.326
H 16.346 11.539 17.984
H 18.251 21.310 14.240
H 14.651 8.498 15.395
C 15.551 8.717 14.820
H 22.382 17.160 11.774
H 13.275 14.647 19.697
O 16.797 10.358 11.764
H 14.909 23.217 15.552
H 10.956 14.819 17.657
H 14.946 21.968 10.320
H 20.300 14.781 18.556
C 17.780 21.932 15.000
H 13.852 13.979 21.178
H 19.334 12.025 13.585
C 22.537 18.937 10.697
C 21.668 17.863 11.345
H 15.659 7.975 14.029
H 18.102 18.517 12.835
C 21.281 13.185 16.602
C 12.636 19.493 10.099
C 11.631 14.673 16.815
H 22.222 13.715 16.450
H 12.861 12.320 19.225
H 14.211 12.820 16.808
O 11.061 13.325 9.254
H 11.936 12.122 13.596
O 13.159 20.751 10.536
C 16.688 16.923 18.022
N 14.998 14.558 16.019
C 10.688 19.994 14.501
C 15.464 20.722 15.216
O 8.383 17.799 15.606
H 9.103 18.192 10.816
O 14.757 13.238 19.392
H 16.303 23.924 15.872
H 19.473 14.930 11.542
O 9.584 17.206 9.093
H 15.905 15.585 14.537
H 13.990 11.422 20.158
H 15.846 10.116 18.801
H 22.452 11.182 18.950
H 9.719 16.732 16.739
N 17.042 15.551 17.837
H 16.733 15.107 18.690
H 14.476 15.358 16.346
H 10.766 13.110 10.142
H 20.113 19.304 12.063
H 18.565 17.418 16.958
H 13.072 17.423 8.450
C 12.075 14.367 9.405
H 14.839 15.128 20.253
O 14.951 16.561 8.930
C 16.098 13.542 14.275
H 21.076 12.594 15.710
C 18.722 17.848 13.432
H 9.758 16.242 15.070
N 20.901 17.224 10.298
C 22.351 11.498 17.912
H 14.155 11.486 16.017
C 11.255 20.199 8.133
C 17.516 17.710 16.996
H 13.214 18.753 10.652
H 12.786 13.932 10.108
H 11.982 17.912 7.366
H 20.857 15.342 14.936
H 14.645 18.430 15.096
H 15.753 9.952 13.384
H 23.261 12.020 17.618
H 10.317 19.881 8.589
H 15.159 15.477 10.639
*
```

Computed properties:
Energy above the lowest of the compared OMol25 structures with the same formula, charge and spin, kcal/mol: 14.1
Largest force on an atom, eV/A: 3.0
Lowest unoccupied orbital energy, eV: 0.20
HOMO-LUMO gap, eV: 8.699
HOMO energy, eV: -8.497

***

Computed, not measured: the molecule C21H29N3O4S, with ωB97M-V with the def2-TZVPD basis set.

ORCA input file:
```
! wB97M-V def2-TZVPD RIJCOSX def2/J DEFGRID3
* xyz 0 1
C -5.647 1.283 4.822
C 2.490 -2.313 0.563
C -0.221 3.590 -1.581
H -1.264 -0.524 3.680
C -4.439 0.403 2.968
H 4.503 -3.915 0.107
C -2.161 -0.358 3.106
H -4.913 2.060 5.059
H 2.546 0.691 -1.652
C -0.458 1.449 -2.948
C 2.342 -2.050 -1.657
H 1.804 3.213 -3.180
C -3.323 -0.446 1.011
C 1.188 3.226 -1.115
H -1.169 -1.343 0.141
H -3.241 0.426 4.759
C 1.470 -1.428 0.312
O -0.864 -0.834 -1.617
C -2.169 -0.679 1.756
O 0.856 -0.769 2.779
H -5.345 0.263 1.044
N 0.629 0.662 -2.395
H -2.059 2.695 -2.246
H 4.864 -3.176 -1.462
S 0.442 -0.529 1.425
H 1.946 -1.760 -3.711
C 1.383 -1.245 -1.092
H -0.159 4.234 -2.464
N 3.011 -2.688 -0.643
H -6.650 1.673 4.993
H 2.407 -2.317 2.651
H 2.627 -3.344 -3.330
H 3.667 -1.918 -3.330
C 1.977 1.181 -2.445
C 2.667 -2.282 -3.089
H -1.217 0.742 -3.295
H 2.434 0.917 -3.410
H 1.120 2.487 -0.315
C 2.981 -2.810 1.872
H 4.037 -2.579 2.013
C -3.285 0.183 3.709
O -5.604 0.925 3.464
H 3.713 -4.520 -1.359
C -4.446 0.081 1.611
H -3.326 -0.681 -0.044
C -1.079 2.369 -1.894
H -0.084 2.017 -3.801
C 0.299 -0.447 -1.719
N -1.042 -1.258 1.152
H 2.845 -3.888 1.959
C 2.066 2.698 -2.252
H -0.715 4.159 -0.791
H 1.656 4.124 -0.704
C 4.080 -3.625 -0.851
H -1.221 1.789 -0.980
H -5.481 0.418 5.473
H 3.114 2.926 -2.046
O 0.417 0.843 0.988
*
```

Computed properties:
Energy above the lowest of the compared OMol25 structures with the same formula, charge and spin, kcal/mol: 42.1
SMILES: COc1ccc(NS(=O)(=O)c2c(C(=O)N3CCCCCC3)c(C)n(C)c2C)cc1
Largest force on an atom, eV/A: 1.0
Lowest unoccupied orbital energy, eV: 0.49
HOMO-LUMO gap, eV: 8.109
HOMO energy, eV: -7.624

***

Computed, not measured: a structure of composition C5H6CrO4, with ωB97M-V with the def2-TZVPD basis set.

ORCA input file:
```
! wB97M-V def2-TZVPD RIJCOSX def2/J DEFGRID3
* xyz 2 5
H -1.082 1.203 1.361
H 1.553 0.594 2.841
O -4.061 -3.138 -3.469
C -3.218 -2.513 -3.045
O 0.506 0.783 0.665
O 0.593 1.169 -3.954
H 1.062 1.510 0.325
C 1.233 -1.687 -1.561
H 0.629 2.125 3.001
C 0.203 0.669 -2.956
O 2.158 -2.346 -1.820
Cr 0.587 0.025 -1.025
C -0.311 0.534 1.714
H 0.041 0.583 3.621
C 0.546 1.011 2.766
H -0.439 -0.522 1.536
*
```

Computed properties:
Energy above the lowest of the compared OMol25 structures with the same formula, charge and spin, kcal/mol: 44.3
Largest force on an atom, eV/A: 10.2
Lowest unoccupied orbital energy (alpha / beta), eV: -11.68 / -11.70
HOMO-LUMO gap (alpha / beta), eV: 7.053 / 7.023
HOMO energy (alpha / beta), eV: -18.728 / -18.727